No. 1
# C35H25Cl2F5N8O9Yb

A molecular structure, C35H25Cl2F5N8O9Yb at a distorted geometry (ωB97M-V/def2-TZVPD, the OMol25 dataset).

Geometry as XYZ:
```
85
Properties=species:S:1:pos:R:3
O 0.8955 1.2660 -7.6905
N 0.8936 1.4343 -6.5078
C -2.7550 1.8905 -1.8593
C -0.7358 -0.3363 -2.0439
C 1.8512 3.5158 4.0122
C -0.4984 -5.2687 2.8969
H -0.5411 4.9646 -1.7916
H -3.3168 -1.8757 4.7115
C -2.6805 -0.8931 2.9655
N -0.7896 0.6216 2.8992
C 4.3638 0.9389 1.6491
C 3.8685 0.4239 0.3506
O 0.2094 0.3794 -1.5174
C -1.6656 -0.0017 3.7165
H 0.5647 0.6556 5.2277
C 1.7347 2.4517 4.8314
C -4.1179 -2.6515 1.5500
O -2.3795 -2.4195 -7.4036
C 0.1223 -4.1400 3.5165
C -1.2372 4.1353 -1.9662
H -4.5507 -3.5873 3.4077
C -0.1600 -2.9134 1.4456
C -0.4068 -0.6236 -6.3596
C 0.0115 1.6576 3.3418
F -1.3765 -3.8921 -0.3616
H 2.2489 0.4873 -0.7728
C -1.3720 -1.2842 -5.6372
N -1.9611 2.1759 -0.8357
H -0.2916 -0.7810 -7.3915
H 5.6978 0.4514 -0.8137
C 0.2105 0.4258 -5.6098
H 4.3916 2.0122 1.8191
Cl 2.7017 2.1965 6.2317
C -4.1187 -2.7296 2.9195
C -1.4873 -1.1905 -4.2440
C -3.4753 -1.7977 3.6621
F 0.5014 -4.1638 4.8001
H 3.6885 0.4999 2.4197
H 1.7611 -0.1990 1.5979
N -2.4253 -2.0855 -6.2464
H -3.2038 -1.6322 -0.1596
N 2.5390 0.9894 0.0500
C -1.2625 3.2689 -0.8801
H -3.1954 0.9519 -1.8348
N -0.5650 2.6415 1.3135
O 0.2374 4.6015 0.3681
H 4.7413 1.9904 -0.8962
C 0.1088 0.5792 -4.2839
H -2.1861 -1.8563 -3.8116
O -1.8708 0.1334 4.9410
H 4.1780 0.5817 -1.8312
C -0.3781 3.5214 0.3480
Cl 3.1450 4.6673 4.2934
C -0.6851 -0.3962 -3.5515
C -0.9674 -5.1538 1.6125
C 4.6827 0.9018 -0.8830
H 0.4107 1.4903 -3.7925
H 3.0573 -1.4532 1.0401
C 3.8311 -1.0831 0.3734
O -1.6467 -0.8273 -1.3664
O 1.3802 2.3835 -5.8924
N -2.5936 -0.9367 1.6227
H 4.7603 -1.4966 0.7586
F 1.2031 -2.1382 3.2086
C -0.8982 -3.9388 0.8953
H 3.7762 -1.4063 -0.6784
C -3.3397 -1.8015 0.9034
H -3.2929 2.5336 -4.0285
C 0.1707 2.7657 2.4891
C 0.3850 -3.0585 2.7302
C -1.9907 3.7839 -3.0292
C 0.7391 1.5392 4.5204
F -1.6203 -6.2239 1.0531
C 1.1203 3.6889 2.8462
F -0.7037 -6.4224 3.6340
H -4.6619 -3.3755 0.9861
N 1.6211 0.6921 1.1198
H 1.2961 4.5999 2.3331
H -2.0069 4.3822 -3.9395
C -2.8086 2.6907 -3.0653
H 5.3622 0.5090 1.9015
H 1.8387 1.4532 1.7725
Yb -0.7511 0.2758 0.6249
O 0.0004 -1.8026 0.7852
O -3.3307 -2.3634 -5.5205
```

frontier orbital gap (alpha / beta)	5.74 / 5.74	eV
HOMO energy (alpha / beta)	-5.2 / -5.2	eV
2S+1	2
ΔE to the lowest compared entry with this formula, charge and spin	0.418	eV
electronic energy	-137212.1370	eV
LUMO level (alpha / beta)	0.54 / 0.54	eV
total charge	-1

=====

No. 2
# C35H25ClN6O5S2V

A molecular structure, C35H25ClN6O5S2V at a distorted geometry (ωB97M-V/def2-TZVPD, the OMol25 dataset).

Geometry as XYZ:
```
75
Properties=species:S:1:pos:R:3
V -0.4977 1.0310 -0.8140
C 1.6915 0.0133 0.9116
C 1.5619 4.7981 -0.5667
C 0.2682 0.4673 -4.2429
C 1.1277 3.4157 -1.0672
C 2.4769 0.3001 -1.2464
H -4.9405 4.0364 -1.7532
C 0.5901 0.1556 1.8483
H 8.0807 -0.9941 -2.3875
H -2.2277 -0.8590 5.9649
C -2.9164 -0.1242 5.5539
C 6.0343 -0.9783 -1.5397
C -4.9283 0.9802 5.3636
C 6.4885 -0.3075 -3.6925
H 0.3385 -3.0631 -1.3397
C -1.1121 -5.6916 0.3191
H 1.6080 4.8010 0.5246
C 3.0799 -0.7207 2.8136
S 4.8235 0.0412 -3.5514
S -4.1693 1.2852 3.8374
H 1.2692 0.0388 -4.1323
N -0.5825 0.7302 1.3287
N -2.4713 1.8047 -1.4194
C -4.0587 3.3487 -1.8785
H 0.7995 -5.5049 -0.7367
C -1.6710 1.3216 -3.6318
H -0.3243 -0.2466 5.1347
H -3.5852 -2.1713 0.8133
O 1.9123 2.9423 -1.9058
N 1.4821 0.4092 -0.3838
C -1.6510 0.7753 2.1033
H -3.1693 -5.8554 1.0049
H 4.9662 -1.0041 0.7654
C -0.5221 0.5802 -5.3592
C -2.3966 -5.1646 0.6505
H 2.2845 0.7528 -2.2313
C 7.0341 -0.8249 -2.5423
C 2.9487 -0.5063 1.3972
H 4.0556 -1.0719 3.1987
H -4.3709 -0.1383 7.1860
C 2.0171 -0.6183 3.6468
O -3.6457 -3.2257 1.0833
C -1.5886 0.3889 3.4797
C -0.3403 -3.7090 -0.7287
O -0.6230 -1.0193 -0.9786
H -2.5912 1.1408 1.6717
C -4.1249 0.2476 6.1975
H -5.8596 1.5445 5.6594
Cl 0.2855 5.8421 -1.0408
H 2.5456 5.0678 -1.0209
N -1.7405 1.1163 -4.9870
C 4.8426 -0.3584 -1.8179
C 4.0142 -0.5665 0.4789
C -1.5951 -1.6228 -0.4211
H 6.2467 -1.4328 -0.5736
C -0.3653 0.0091 4.0442
O -2.6451 -1.0892 0.0006
O 0.0004 2.8880 -0.6343
H -3.4379 2.8651 0.1989
H -0.3319 0.4585 -6.4136
C -2.5509 -3.7857 0.4897
H 6.9829 -0.0809 -4.6384
H -3.7503 3.2222 -3.9555
C 3.7401 -0.1541 -0.8594
C -2.7563 0.4632 4.3259
C -0.1093 -5.0377 -0.3941
C -3.3639 2.7127 -0.8639
H 2.1550 -0.8060 4.7015
N -3.5479 2.8328 -3.0583
C -1.5316 -3.1181 -0.3083
N -0.4892 0.8311 -3.1246
H -0.7710 -6.6598 0.7129
H -2.5563 1.1519 -5.5876
C 0.7620 -0.1911 3.1865
C -2.6034 1.8905 -2.7683
```

frontier orbital gap (alpha / beta)	3.49 / 4.52	eV
HOMO energy (alpha / beta)	-12.5 / -12.5	eV
2S+1	2
electronic energy	-115747.0964	eV
LUMO level (alpha / beta)	-8.98 / -8.00	eV
total charge	+2

=====

No. 3
# C35H25N6O8V

A molecular structure, C35H25N6O8V (ωB97M-V/def2-TZVPD, the OMol25 dataset).

Geometry as XYZ:
```
75
Properties=species:S:1:pos:R:3
O -0.3542 -2.5452 -1.0650
C -4.9864 -1.3899 3.2652
C -2.8136 -2.1049 1.6887
C -4.1585 -0.4137 2.7378
H 5.3962 0.2483 -2.6466
C -1.2020 0.8855 3.5673
C -0.1787 -0.5757 -4.3456
N 2.2433 -2.1116 -1.0704
O -2.7774 0.9313 -2.0938
H -0.4314 1.6594 -4.3961
C -0.0998 0.7942 -3.8350
C -4.7270 -2.7315 3.0102
C -2.3299 0.6814 -0.9949
C 2.6684 -3.9215 0.4106
N 0.3049 -1.5095 -3.5023
C 4.4881 -2.6779 -0.5191
C -1.0018 -0.1739 0.5868
H 0.7220 -3.4876 -3.1736
N 0.6615 2.0824 -2.0803
O -0.1543 -4.1863 0.4662
H -3.4233 -4.1247 2.0226
C 1.7968 -3.0890 -0.2794
H 0.7965 4.4035 -1.3468
C -1.7254 2.7188 2.1074
V 0.6044 -0.7935 -1.5018
H 2.7073 3.5373 3.1143
O 2.4210 1.4620 1.7252
H 2.2411 -4.7032 1.0224
H 5.5417 -2.4783 -0.6414
C -1.7390 1.3558 2.3722
H 4.7301 -4.3315 0.8297
O 5.2227 -0.4391 -1.9852
C -0.5988 -2.2221 -6.0120
C 3.5584 -1.9084 -1.1893
H -1.1952 -0.1784 3.7678
C 2.3036 3.7548 2.1346
C -2.2337 0.3528 1.3362
C 4.0265 -3.7060 0.2966
C -0.0760 -3.1755 -5.1538
C -0.6660 3.1361 4.2258
N 0.4344 0.8829 -2.6849
H -1.0586 -0.1265 -6.2426
C -0.6689 1.7720 4.4879
C 3.9487 -0.8229 -2.1467
N -2.9270 0.9818 0.2147
C -3.0696 -0.7642 1.9414
C 1.5646 2.9250 -0.0149
H -2.1201 3.0845 1.1686
C 2.0974 2.6819 1.2626
O 3.2220 -0.3899 -2.9982
C 1.4276 5.2897 0.4970
H -0.9621 -2.5048 -6.9911
H -1.9727 -2.4103 1.0803
H -5.8292 -1.1071 3.8830
O -0.0127 -0.7210 1.0782
H -0.0130 -4.2162 -5.4358
C 1.2253 4.2381 -0.3680
H -1.1840 4.6664 2.8136
C -3.6416 -3.0842 2.2255
C 0.3502 -2.7769 -3.8984
H 2.1405 5.8539 2.4472
H -3.9249 1.1162 0.2257
C 0.2824 -3.3113 -0.2521
H 1.1634 6.2964 0.2036
H 2.1408 0.8037 1.0607
C -1.1938 3.6066 3.0342
H -0.2468 3.8277 4.9457
C -0.6545 -0.8993 -5.6043
O 1.7219 0.6344 -0.6534
H -5.3691 -3.4965 3.4277
C 1.3103 1.8333 -0.9665
C 1.9772 5.0369 1.7550
H -4.3458 0.6313 2.9603
H -0.2489 1.3966 5.4125
N -1.1253 0.0472 -0.7234
```

frontier orbital gap (alpha / beta)	7.53 / 7.18	eV
HOMO energy (alpha / beta)	-8.1 / -8.1	eV
2S+1	3
ΔE to the lowest compared entry with this formula, charge and spin	0.296	eV
electronic energy	-87715.1735	eV
LUMO level (alpha / beta)	-0.61 / -0.95	eV

=====

No. 4
# C35H26BrClN5Sn

A molecular structure, C35H26BrClN5Sn (ωB97M-V/def2-TZVPD, the OMol25 dataset).

Geometry as XYZ:
```
69
Properties=species:S:1:pos:R:3
N -5.7134 -0.2335 -0.7716
C 0.6858 2.3771 0.4802
C -6.9865 -0.5267 -0.3546
C 4.4700 -2.5797 1.1961
N 1.7826 -0.7116 -2.6151
H -0.1600 1.8621 0.9244
H 2.0199 -2.2624 3.5186
H 3.5718 1.8135 -1.1915
H -0.0543 4.3151 1.0460
C 3.1226 0.4164 3.0940
C -3.4076 -0.7438 0.0318
C 4.1868 2.4337 2.3716
H 3.7128 4.2601 -0.9832
C -1.3749 0.1872 -0.8361
C 0.7853 -0.6180 -3.4968
C -7.9386 -1.7703 1.5050
C -9.3294 -0.7019 -0.1795
C 4.0509 -0.3539 2.3966
H 1.5539 -4.0638 1.6725
H 5.8204 -0.2587 1.1794
C 3.0163 -0.9411 -3.0626
H -7.8278 -2.3546 2.4079
C -9.1775 -1.4606 0.9952
N -0.6212 -0.6058 -0.0639
C -6.8172 -1.3052 0.8107
H -5.4753 0.2968 -1.5896
C 1.6835 1.6443 -0.1679
H -0.6004 -2.0628 1.3916
H -0.8408 0.8957 -1.4574
C 3.1838 1.8024 3.0854
H 4.6617 -2.1993 3.2685
C 5.0629 0.3086 1.7038
C -2.6119 -1.5393 0.8626
H 2.3446 -0.0638 3.6730
H -3.2996 0.8107 -1.4778
Br 4.2591 4.3304 2.3268
H -3.0850 -2.2115 1.5638
H 2.4723 -1.0764 -6.3889
H -0.2031 -0.4510 -3.0947
H 5.9379 2.1935 1.1614
H 2.4655 2.3854 3.6453
N -5.4823 -1.4806 1.0620
C 1.8793 5.8663 0.0649
C 3.3040 -1.0822 -4.4099
C -1.2442 -1.4458 0.7749
H -10.0698 -1.8132 1.4948
C -8.2412 -0.2191 -0.8724
C -2.7504 0.1389 -0.8332
C 2.6527 -2.4878 2.6730
C 0.9925 -0.7356 -4.8588
C 5.1380 1.6926 1.6897
C 0.7402 3.7575 0.5680
H 3.8029 -1.0208 -2.3190
H 0.1565 -0.6522 -5.5382
Sn 1.7316 -0.5882 -0.1511
C 1.8272 4.4371 0.0229
Cl 4.9135 -1.4018 -4.9060
C 4.0067 -1.8763 2.4448
H 5.4339 -2.4185 0.7377
C 3.5501 -3.4783 0.8185
N 1.9188 7.0147 0.0710
H 3.6217 -4.1584 -0.0183
C 2.8558 3.7268 -0.5943
C 2.4197 -3.4190 1.7369
C 2.7702 2.3501 -0.6912
H -10.3234 -0.4949 -0.5517
H -8.3505 0.3597 -1.7803
C -4.8516 -0.8357 0.1155
C 2.2722 -0.9728 -5.3315
```

frontier orbital gap	7.42	eV
HOMO energy	-10.9	eV
ΔE to the lowest compared entry with this formula, charge and spin	1.130	eV
electronic energy	-132557.9308	eV
LUMO level	-3.45	eV
total charge	+1

=====

No. 5
# C35H26ClIO5Si

3 unconnected molecules or ions with the total composition C35H26ClIO5Si at a distorted geometry (ωB97M-V/def2-TZVPD, the OMol25 dataset).

Geometry as XYZ:
```
69
Properties=species:S:1:pos:R:3
H 4.0469 3.4761 0.9416
O -6.5521 -0.7665 1.6228
H -4.7585 4.9031 0.4610
H -0.1977 4.0872 0.7962
C -6.3151 1.5689 1.6719
Si 8.3110 -3.5463 -2.0256
C 1.9420 3.9278 0.8981
H -10.8771 0.3604 5.7162
C -5.2975 1.5591 0.7155
H 8.6543 -4.4916 -0.9345
C -4.7350 2.7572 0.2846
Cl 9.7573 -3.9299 -6.3558
H -3.2155 0.2322 -0.1623
C 1.4162 -0.1478 -0.2515
H 6.6802 -1.4707 -3.7460
H -3.9479 2.7489 -0.4615
H 10.3909 -4.6147 -3.0116
C -9.6933 -0.8527 4.3882
C 0.6604 3.4312 0.6816
C -8.4371 1.5267 3.6576
C -5.1882 3.9675 0.8063
C -6.9357 0.2930 2.0922
C -0.1293 -2.0228 -0.7743
H -6.5346 4.9259 2.1786
O -1.8580 2.2944 0.2762
C -9.4564 1.5377 4.6127
C -2.5218 -1.7329 -0.6744
H 2.0791 4.9674 1.1804
H -1.5486 -3.5873 -1.1739
C 0.0480 -0.6836 -0.4190
C -8.0338 0.3216 3.0832
H 8.4798 -1.5406 -4.4477
C 6.4983 -3.9410 -2.4985
H 9.2235 0.1258 -2.5114
O -8.1458 3.8539 3.7632
C -2.3478 -0.3943 -0.3344
C -1.0623 0.1349 -0.2110
C 8.3066 -0.5652 -2.3253
C 2.8737 1.7619 0.3871
C 3.0479 3.0912 0.7602
H 4.2162 -3.9001 -3.4624
C 9.5947 -3.8636 -3.4205
C 8.5954 -1.7924 -1.3181
C -6.1899 3.9792 1.7725
H 0.7315 -2.6622 -0.9479
O 8.1124 -5.4224 -4.8211
H 9.7291 -1.7319 -1.0364
I 6.8476 0.7468 -1.2845
O 2.3883 -0.8593 -0.4459
H 10.2000 -2.8889 -3.6345
H -10.1886 -1.7786 4.6655
C -1.4127 -2.5449 -0.9016
H -9.7675 2.4719 5.0714
H 8.0385 -1.6750 -0.2994
H -3.5234 -2.1430 -0.7645
C -7.8027 2.8000 3.2516
C 1.5898 1.2617 0.1622
C 7.7261 -0.9621 -3.7727
H -4.9456 0.6198 0.3025
H 3.7412 1.1163 0.2763
H -8.3682 -1.8099 2.9948
C -6.7511 2.7787 2.2117
C -10.0822 0.3493 4.9764
H 7.5456 0.0447 -4.3381
C 9.0010 -4.5280 -4.7573
C 5.3001 -3.9872 -3.0678
C -0.8880 1.5627 0.1372
C -8.6681 -0.8687 3.4467
C 0.4812 2.0927 0.3241
```

frontier orbital gap	8.36	eV
HOMO energy	-9.5	eV
electronic energy	-75452.5290	eV
SMILES	C#C[Si@@H](CC(=O)Cl)C[C@@H](C)I.O=C1c2ccccc2C(=O)c2ccccc21.O=C1c2ccccc2C(=O)c2ccccc21
LUMO level	-1.12	eV

=====

No. 6
# C35H26CrF3O6S3

A molecular structure, C35H26CrF3O6S3 at a distorted geometry (ωB97M-V/def2-TZVPD, the OMol25 dataset).

Geometry as XYZ:
```
74
Properties=species:S:1:pos:R:3
Cr -0.0880 0.3265 -0.0396
O -2.4824 -0.3155 2.6081
O 1.0431 3.1929 0.4685
F -1.8235 0.6275 -2.3146
H 4.3264 5.7331 4.3713
C 5.3662 5.8431 2.5189
H 5.8698 6.7671 2.7638
C 2.5795 -1.8042 0.7717
C 2.9317 3.4719 4.0040
C 1.7148 5.2882 -4.1691
C 4.5123 5.2702 3.4127
S 1.4383 0.3055 2.0782
C 5.5942 5.2361 1.2666
H 3.4912 -3.4279 -0.2738
O -1.5260 1.0517 0.7326
C 1.3325 3.4655 -2.1192
H 2.3641 0.8807 -2.8272
O -0.8781 -1.1179 0.9257
H 6.2676 5.7026 0.5622
C 0.8425 3.1732 -3.3778
C 3.5041 -2.8245 0.6228
H 7.8098 0.2021 1.7597
C 3.6881 1.5731 0.2329
C 2.1744 5.5621 -2.8832
F -1.0296 -1.3932 -2.1255
C 3.8427 4.0625 3.1034
C 3.4028 2.2407 1.5329
C 2.5127 1.7125 2.4369
H 8.3144 -0.9764 -0.3599
O -3.2001 -0.6663 0.2898
H 6.6639 -0.9750 -2.1892
S -2.1770 -0.3488 1.2234
H 5.6897 1.3779 2.0496
H 5.1454 3.6082 -0.0205
H 3.5063 -0.6864 3.8284
C 6.4581 -0.4622 -1.2605
C 3.5137 -1.2868 2.9306
H 6.0684 -3.9865 0.5618
H 2.3204 4.8833 -0.8497
C 7.0865 0.2122 0.9568
O 0.6343 0.1103 3.2788
C 1.9447 6.2685 -5.2774
H 2.6781 6.4983 -2.6850
C 4.0798 3.4477 1.8537
C 5.2259 0.2138 -1.1194
C 2.2624 2.3300 3.6772
C 5.9016 0.8708 1.1199
C 5.4503 -4.1800 1.4378
H 1.8349 -1.6418 -0.0099
C 4.2629 0.2150 -2.1589
C 4.4420 -3.0868 1.6192
C 4.4196 -2.3194 2.7790
H 6.1039 -4.2640 2.3034
H 5.1324 -2.5253 3.5650
C 1.0439 4.0936 -4.3977
C 1.9861 4.6637 -1.8528
C 4.9393 0.8927 0.0840
S 1.1651 2.3552 -0.7267
C 2.7965 1.5632 -0.8128
C -0.7395 -0.0879 -1.9541
H 1.5309 1.8879 4.3364
F 0.2187 0.1718 -2.9288
H 4.4859 -0.3031 -3.0812
H 4.9579 -5.1411 1.2884
H 1.7375 7.2854 -4.9492
H 0.6567 3.8808 -5.3840
H 1.3122 6.0490 -6.1343
H 0.2955 2.2630 -3.5622
H 2.7522 3.9527 4.9557
C 2.6096 -1.0215 1.9111
C 4.9694 4.0680 0.9414
C 7.3710 -0.4621 -0.2447
C 3.0792 0.8719 -2.0164
H 2.9825 6.2352 -5.6092
```

frontier orbital gap (alpha / beta)	7.73 / 8.02	eV
HOMO energy (alpha / beta)	-8.8 / -8.8	eV
2S+1	2
ΔE to the lowest compared entry with this formula, charge and spin	1.385	eV
electronic energy	-118079.7189	eV
LUMO level (alpha / beta)	-1.07 / -0.79	eV